{"formula": "C8H14O3P2", "method": "ωB97M-V/def2-TZVPD", "multiplicity": 1, "smiles": "CP(C)c1c(O)oc(O)c1P(C)C", "lumo_ev": 0.40, "species": ["C", "P", "C", "C", "C", "O", "O", "C", "O", "C", "P", "C", "C", "H", "H", "H", "H", "H", "H", "H", "H", "H", "H", "H", "H", "H", "H"], "positions_angstrom": [[2.4506, 0.3696, -2.6057], [1.3308, -0.5179, -1.3734], [0.5387, -2.0336, -2.1505], [-0.1698, 0.5224, -0.9517], [-0.9847, 1.3017, -1.7245], [-0.7863, 1.7882, -2.9521], [-2.1166, 1.6932, -1.0565], [-2.0508, 1.1749, 0.2063], [-3.0292, 1.4218, 1.1056], [-0.8569, 0.5258, 0.3655], [-0.1597, -0.6024, 1.6184], [-1.2619, -2.1108, 1.3666], [-1.0396, -0.1340, 3.2159], [3.4906, 0.4647, -2.0244], [2.0375, 1.3119, -2.8563], [2.7853, -0.3297, -3.4553], [0.1214, -2.5939, -1.2890], [1.2600, -2.6321, -2.5484], [-0.3647, -1.7493, -2.7471], [-0.8399, 2.7942, -3.0341], [-3.8203, 1.7500, 0.6037], [-0.8524, -2.9123, 1.8650], [-1.4571, -2.4547, 0.2627], [-2.2747, -1.8863, 1.8061], [-1.1272, -0.8335, 3.9491], [-1.8787, 0.4045, 2.9181], [-0.3319, 0.5910, 3.6016]], "atomic_forces_ev_per_a": [[2.4590, -2.3749, 1.0193], [0.1272, -0.1491, 1.0558], [-3.1448, 2.6249, 1.8431], [-0.5780, 0.5827, -0.5385], [0.9082, -0.1418, 0.8664], [-0.4107, 1.6009, -1.0519], [-0.5450, 0.4885, 0.1285], [2.0554, -0.5187, -0.0439], [-0.9492, 0.5869, -1.4704], [-0.3050, -1.0782, -0.1568], [-0.8085, -1.1467, 0.6880], [-2.1931, 1.5897, -2.8468], [2.8497, 2.4122, -2.5125], [-2.4091, 0.2590, -1.0657], [-0.0538, 0.8349, -0.7581], [-1.0951, 1.2681, 0.8453], [0.3097, 0.3406, -0.2923], [1.8175, -1.5370, -1.6954], [1.0824, -0.5279, -0.1675], [-0.0099, -2.0436, 0.5983], [0.9194, -0.3869, 0.7249], [0.9825, -1.8859, 1.2431], [0.5641, 0.8341, 1.9461], [0.8980, -0.2553, -0.4683], [-0.5829, -2.3625, 1.5820], [-1.8881, 0.5227, 0.0778], [0.0002, 0.4633, 0.4498]]}